# 1
# C13H9F3N3O

An isolated ion of composition C13H9F3N3O and charge -1 (ωB97M-V/def2-TZVPD, OMol25).

ORCA input file:
```
! wB97M-V def2-TZVPD RIJCOSX def2/J DEFGRID3
* xyz -1 1
C 0.61 -0.72 0.21
C 1.57 -0.09 1.17
C 2.80 -0.69 1.39
N 3.87 -1.18 1.51
C 1.24 1.01 1.95
N 0.99 1.99 2.55
C -0.87 -0.51 0.68
C -1.43 0.73 0.45
C -2.77 0.99 0.76
C -3.55 0.03 1.40
C -2.95 -1.20 1.71
C -1.62 -1.48 1.36
H 0.83 -1.80 0.25
H -0.82 1.50 -0.02
H -3.18 1.96 0.49
H -4.59 0.24 1.65
H -3.55 -1.93 2.24
H -1.20 -2.45 1.62
C 0.08 -1.04 -2.13
N 0.79 -0.24 -1.17
C 1.17 1.03 -1.64
C 2.72 1.36 -1.74
F 3.52 0.36 -1.27
F 3.08 1.57 -3.04
F 3.02 2.48 -1.03
O 0.44 1.82 -2.22
H 0.84 -1.66 -2.62
H -0.65 -1.67 -1.62
H -0.39 -0.42 -2.90
*
```

- Orbital gap: 6.815 eV
- Strongest force on any atom: 0.0500 Eh/bohr
- HOMO: -0.138 Eh

Here are the natural (NBO) charges for atoms 1 to 5, given in e: atom 1 (C): -0.02, atom 2 (C): -0.59, atom 3 (C): 0.33, atom 4 (N): -0.49, atom 5 (C): 0.31

***

# 2
# C13H9MnN2O5Se

C13H9MnN2O5Se as an isolated structure (ωB97M-V/def2-TZVPD, OMol25).

ORCA input file:
```
! wB97M-V def2-TZVPD RIJCOSX def2/J DEFGRID3
* xyz 3 4
O -2.66 -4.43 0.59
C -2.43 -3.35 0.87
Mn 0.34 0.67 -0.21
O 1.52 -1.22 1.83
C 1.24 -0.39 1.04
C 1.40 2.06 0.06
O 1.98 3.07 0.18
C -0.76 1.69 -1.28
O -1.35 2.47 -1.95
C 0.96 -0.21 -1.61
O 1.13 -1.02 -2.45
H -1.11 0.18 -0.27
C 1.09 1.92 3.75
N 0.25 0.78 3.97
C -0.82 0.46 3.20
Se -1.52 1.51 1.78
N -1.32 -0.68 3.78
C -0.62 -1.02 4.96
C -0.90 -1.96 5.97
C -0.11 -1.87 7.13
C 0.91 -0.90 7.22
C 1.19 0.02 6.20
C 0.39 -0.08 5.06
H 1.61 2.12 4.69
H 0.44 2.76 3.47
H 1.79 1.71 2.93
H -2.13 -1.21 3.45
H -1.71 -2.69 5.88
H -0.27 -2.52 7.98
H 1.49 -0.86 8.15
H 1.98 0.75 6.30
*
```

- Relative energy (zero: lowest compared OMol25 entry of this formula, charge and spin): 0.0 kcal/mol
- Orbital gap (alpha / beta): 8.553 / 5.690 eV
- Strongest force on any atom: 0.1877 Eh/bohr
- HOMO (alpha / beta): -0.749 / -0.754 Eh

Here are the natural (NBO) charges for atoms 1 to 5, given in e: atom 1 (O): -0.42, atom 2 (C): 0.42, atom 3 (Mn): -0.48, atom 4 (O): -0.38, atom 5 (C): 0.64

***

# 3
# C13H9O

C13H9O as an isolated structure (ωB97M-V/def2-TZVPD, OMol25).

ORCA input file:
```
! wB97M-V def2-TZVPD RIJCOSX def2/J DEFGRID3
* xyz 1 1
C -3.19 -0.52 -0.74
C 3.38 -0.56 -0.58
C -3.21 0.87 -0.54
C 3.28 0.78 -0.67
C -2.29 -1.44 -0.20
C 2.32 -1.39 -0.16
C -2.14 1.51 0.09
C 2.17 1.46 -0.11
C -1.30 -0.80 0.55
C 1.29 -0.74 0.51
C -1.22 0.59 0.53
C 1.31 0.67 0.61
C 0.00 -0.81 1.22
O 0.01 0.74 1.29
H -4.05 -0.77 -1.30
H 4.35 -0.87 -1.06
H -4.13 1.23 -1.02
H 3.98 1.31 -1.13
H -2.21 -2.46 -0.28
H 2.44 -2.39 -0.29
H -2.13 2.53 0.11
H 1.87 2.43 -0.10
H -0.51 -1.37 3.26
*
```

- Orbital gap (alpha / beta): 8.500 / 7.714 eV
- Strongest force on any atom: 0.0918 Eh/bohr
- HOMO (alpha / beta): -0.475 / -0.496 Eh

Here are the natural (NBO) charges for atoms 1 to 5, given in e: atom 1 (C): -0.17, atom 2 (C): -0.17, atom 3 (C): -0.16, atom 4 (C): -0.14, atom 5 (C): -0.15

***

# 4
# C14H10N2O2S

An isolated molecule of C14H10N2O2S (ωB97M-V/def2-TZVPD, OMol25).

ORCA input file:
```
! wB97M-V def2-TZVPD RIJCOSX def2/J DEFGRID3
* xyz 0 1
O 0.86 0.31 -1.97
C 0.81 1.01 -0.81
C -0.13 0.77 0.17
C -1.27 -0.14 0.26
N -2.12 0.29 1.26
C -2.92 -0.69 1.74
C -3.77 -0.27 2.82
C -4.71 -1.07 3.39
C -4.80 -2.39 2.92
C -4.12 -2.77 1.67
C -3.12 -1.90 1.10
N -2.37 -2.27 0.06
C -1.44 -1.39 -0.41
O -0.88 -1.80 -1.52
C 1.88 2.08 -0.76
C 2.94 2.02 -1.73
C 3.88 2.91 -1.29
C 3.61 3.64 -0.14
S 2.03 3.18 0.60
H 0.31 -0.50 -2.00
H -0.11 1.61 0.90
H -3.64 0.73 3.26
H -5.38 -0.81 4.19
H -5.56 -3.04 3.32
H -4.15 -3.76 1.27
H -1.46 -2.55 -1.70
H 3.04 1.33 -2.57
H 4.78 3.13 -1.87
H 4.42 4.15 0.32
*
```

- Relative energy (zero: lowest compared OMol25 entry of this formula, charge and spin): 0.0 kcal/mol
- Orbital gap: 6.814 eV
- SMILES: O/C(=C\c1nc2ccccc2nc1O)c1cccs1
- Strongest force on any atom: 0.1006 Eh/bohr
- HOMO: -0.279 Eh

Here are the natural (NBO) charges for atoms 1 to 5, given in e: atom 1 (O): -0.70, atom 2 (C): 0.37, atom 3 (C): -0.36, atom 4 (C): 0.09, atom 5 (N): -0.33

***

Q: Number 1 is which compound?
A: C13H9F3N3O

***

Q: What is the strongest force on any atom in the second record?
A: 0.1877 Eh/bohr

***

Q: Among the records above, which one has the highest strongest force on any atom?
A: C13H9MnN2O5Se

***

Q: Look up the strongest force on any atom of the second one.
A: 0.1877 Eh/bohr